Below is a structure of composition C8H10AsBF4OPtS5, with properties calculated with ωB97M-V with the def2-TZVPD basis set.

Values from the calculation:
Calculated total energy ... -5156.8100 hartree
Total charge ... -2
Molar mass ... 639.31 g mol⁻¹
ΔE to the lowest compared entry with this formula, charge and spin ... 20.5 kJ/mol
HOMO level ... -2.34 eV

Structure (XYZ):
```
31
Properties=species:S:1:pos:R:3:forces:R:3:lowdin_charge:R:1
Pt -1.29641 -0.10120 0.13062 0.049 -0.176 0.233 0.381
S -2.03336 4.17752 -0.80258 0.009 -0.062 -0.022 -0.224
As -1.63078 2.45538 -1.92595 0.194 0.206 -0.139 -0.551
S 0.08522 1.24686 -1.01962 -0.239 0.078 -0.037 -0.021
S -2.85613 0.68745 -1.27322 -0.087 -0.036 0.033 -0.057
S -1.51667 2.61829 -4.01030 0.019 -0.039 0.073 -0.221
F 2.50876 -5.10759 0.14664 0.008 -0.011 0.022 0.063
B 3.16091 -5.45308 1.35758 -0.031 0.094 -0.038 -1.254
F 3.09996 -6.84542 1.54247 -0.028 -0.040 0.016 0.074
F 2.49423 -4.79818 2.41805 -0.038 -0.009 0.044 0.067
F 4.50006 -5.03405 1.31226 0.024 -0.005 -0.011 0.078
C -0.84370 -4.78526 0.52904 -0.004 -0.005 -0.036 -0.032
C -0.88743 -3.37676 1.05069 0.066 -0.057 -0.043 -0.264
C -2.09428 -2.79632 1.46352 -0.134 0.077 0.026 -0.035
C -2.16558 -1.53794 2.04858 -0.028 -0.375 -0.144 -0.150
C -0.97831 -0.78905 2.18187 0.148 0.253 -0.064 -0.615
C 0.21038 -1.28061 1.58731 -0.050 0.024 0.024 -0.192
C 0.25456 -2.60222 1.09927 -0.023 0.022 0.014 -0.008
S -0.98847 0.59769 3.34755 0.197 -0.058 -0.084 0.891
C -0.01193 -0.28225 4.59136 -0.047 0.057 0.031 -0.243
O -2.36093 0.66160 3.91148 -0.083 0.005 0.014 -0.534
H -1.60923 -5.40098 1.00495 0.027 -0.003 0.016 0.074
H 0.13626 -5.22920 0.69688 0.011 0.002 0.027 0.070
H -1.02581 -4.80539 -0.54787 -0.021 0.035 -0.030 0.088
H -3.00974 -3.36934 1.35908 -0.005 0.007 0.005 0.116
H -3.08779 -1.14558 2.45412 0.024 0.021 0.053 0.105
H 1.12821 -0.71189 1.67115 0.007 -0.010 0.011 0.113
H 1.19592 -3.02628 0.76806 0.019 0.023 0.024 0.122
H -0.53146 -1.20482 4.84735 0.006 -0.008 -0.006 0.063
H 0.04586 0.37586 5.45738 0.012 -0.009 0.003 0.043
H 0.98484 -0.49147 4.20636 -0.004 -0.001 -0.013 0.052
```
Positions in Å, forces in eV/Å.

=====

Below is a structure of composition C27H29N3O3Pt at a distorted geometry, with properties calculated with ωB97M-V with the def2-TZVPD basis set.

Values from the calculation:
Calculated total energy ... -1554.8179 hartree
Total charge ... +2
Molar mass ... 638.63 g mol⁻¹
2S+1 ... 5
HOMO level (spin up / spin down) ... -14.25 / -14.78 eV

Structure (XYZ):
```
63
Properties=species:S:1:pos:R:3:forces:R:3:lowdin_charge:R:1
Pt 0.02805 0.10118 0.43383 0.401 -0.839 0.208 1.316
C 2.40891 -1.94735 -3.25138 -1.546 2.391 -0.399 -0.025
C 3.27339 -1.08710 -2.34387 -0.342 1.025 0.276 -0.137
C 4.47089 -0.61187 -2.81777 -0.301 0.486 0.704 0.016
C 5.31101 0.25332 -2.00091 -0.245 -1.345 -1.497 0.016
C 4.90473 0.63385 -0.78215 -3.315 -1.089 1.424 -0.001
C 3.61737 0.23218 -0.27178 1.940 0.793 -0.668 -0.193
C 3.30101 0.59565 1.09616 -0.062 1.715 1.055 -0.054
C 2.77783 -0.59459 -0.98868 -0.261 -2.103 -2.557 -0.165
N 1.60487 -1.05318 -0.44930 0.894 0.566 0.164 -0.007
C 1.43554 -2.48165 -0.45304 -2.303 2.376 -1.122 -0.403
O 2.36221 -3.18518 -0.60245 0.849 -1.876 0.135 0.196
C -0.07293 -2.82780 -0.39814 -0.044 -1.315 0.344 -0.118
C -0.65535 -4.07684 -0.76349 -0.492 0.877 0.652 0.070
C -2.04452 -4.19699 -0.52443 -0.520 0.122 -0.113 0.016
C -2.73069 -3.12540 0.10011 -1.990 -0.708 0.925 0.061
C -2.09294 -1.92408 0.43538 0.286 -2.290 -1.410 -0.220
N -0.83284 -1.85603 0.13048 2.506 0.194 -0.610 0.000
C -2.68758 -0.75974 1.09375 1.556 0.586 -0.008 -0.470
O -3.82170 -0.82721 1.36867 -3.104 0.738 0.431 0.171
N -1.83313 0.35286 1.39534 -0.108 -0.185 0.609 0.006
C -2.02440 1.01412 2.57190 -0.478 -0.474 0.133 -0.124
C -2.62227 0.34165 3.75801 1.274 0.732 -0.561 -0.130
C -2.92072 -1.13638 3.77915 2.551 0.628 2.372 -0.014
C -2.51871 1.02137 4.96071 -0.958 -2.135 1.024 -0.026
C -2.11801 2.32529 5.04430 0.723 1.216 -0.275 0.023
C -1.67496 2.99873 3.88106 0.488 -0.748 0.391 -0.001
C -1.51389 2.37676 2.69219 -0.704 -1.479 -0.668 -0.192
C -1.06645 3.12191 1.48795 -0.804 0.473 -1.392 -0.036
H 2.34543 -1.67855 -4.34035 0.563 0.381 1.050 0.116
H 1.34398 -1.90098 -2.92944 0.716 -0.473 -0.041 0.070
H 2.80272 -2.90022 -3.25231 0.414 -2.370 0.261 0.065
H 4.72265 -0.88819 -3.84283 0.319 0.179 0.385 0.132
H 6.30991 0.52974 -2.27126 0.289 0.009 -0.641 0.125
H 5.49970 1.08695 -0.04925 1.102 0.925 0.453 0.112
H 4.24715 0.62841 1.61602 0.270 0.636 0.374 0.093
H 2.75040 -0.11323 1.70310 -0.650 0.040 -0.337 0.072
H 2.85259 1.65068 1.04622 0.402 -1.359 0.630 0.131
H -0.10294 -4.94044 -1.15105 0.059 0.670 0.093 0.142
H -2.63529 -5.12856 -0.83087 1.103 1.462 0.636 0.159
H -3.80568 -3.25097 0.46436 1.541 0.167 -0.910 0.165
H -2.08661 -1.58558 3.18464 -1.245 -0.361 0.190 0.103
H -3.94062 -1.30156 3.51942 -0.409 -0.772 -0.361 0.091
H -2.68168 -1.44458 4.86122 -0.746 0.144 -1.618 0.125
H -2.71969 0.39805 5.88982 0.075 1.196 -1.179 0.154
H -2.01877 2.83969 5.99680 -0.213 -0.164 -0.108 0.136
H -1.23672 3.95172 3.91465 0.062 1.408 0.529 0.116
H -0.49735 4.01155 1.71352 -0.068 0.295 0.257 0.097
H -1.97226 3.39774 0.89860 0.262 0.294 0.645 0.126
H -0.54426 2.64363 0.65524 0.448 -0.764 0.646 0.010
C -1.81357 1.34806 -3.31221 1.212 1.260 3.387 -0.084
C -0.80822 2.53978 -3.21632 0.487 0.026 0.773 -0.101
C 0.17736 2.16626 -2.09184 0.455 0.500 0.198 -0.170
O -0.35921 0.98105 -1.51592 -0.555 -0.632 0.089 -0.358
C -1.13623 0.25122 -2.50420 0.989 0.831 -0.051 -0.134
H -1.93342 1.07462 -4.28005 -0.944 -0.811 -2.848 0.088
H -2.70665 1.67619 -2.77319 -0.193 -0.368 -0.589 0.132
H -1.29688 3.41980 -2.82105 -0.391 0.333 -0.677 0.112
H -0.23776 2.76561 -4.12621 -0.498 -0.064 0.172 0.128
H 0.19171 2.88451 -1.22445 0.411 -0.397 -1.246 0.124
H 1.17760 1.96005 -2.52441 -0.286 0.174 0.593 0.133
H -1.73444 -0.41163 -1.93333 -0.982 -0.516 0.275 0.099
H -0.41765 -0.33830 -3.05470 0.107 -0.213 -0.592 0.118
```
Positions in Å, forces in eV/Å.

=====

Q: Among the records above, which one has the lowest total charge?
A: C8H10AsBF4OPtS5